# 1
Below is a 2-piece molecular cluster, C5H10NO overall, with properties calculated with the ωB97M-V functional and the def2-TZVPD basis.

CARTESIAN COORDINATES (ANGSTROEM)
O (-2.115, -1.958, -2.342)
C (-0.897, -1.636, -2.083)
C (-0.667, -0.895, -0.795)
C (-0.462, 0.668, -0.589)
C (0.482, 0.901, 0.592)
C (1.207, -0.198, 0.911)
N (0.318, 2.072, 1.162)
H (-0.186, -2.123, -2.713)
H (-1.537, -1.185, -0.147)
H (0.214, -1.530, -0.557)
H (-1.342, 1.371, -0.440)
H (0.298, 0.999, -1.519)
H (2.240, -0.340, 0.522)
H (0.577, -0.923, 1.210)
H (1.790, 0.369, 3.447)
H (0.674, 1.920, 2.096)
H (-0.593, 2.487, 1.246)

Results
Spin multiplicity = 1
Charge = +1
Energy above the lowest of the compared OMol25 structures with the same formula, charge and spin = 215.6 kcal per mole
E_HOMO = -0.4964 Ha

***

# 2
Below is C39H40N7OSSbTi as an isolated structure, with properties calculated with the ωB97M-V functional and the def2-TZVPD basis.

CARTESIAN COORDINATES (ANGSTROEM)
Ti (-0.178, 0.601, 0.059)
C (-0.384, 2.272, 3.088)
C (0.497, 1.080, 3.062)
C (0.973, 0.512, 4.232)
C (1.849, -0.571, 4.210)
C (2.261, -1.051, 2.963)
C (1.785, -0.450, 1.798)
N (0.865, 0.552, 1.839)
Sb (2.739, -1.051, -0.022)
C (1.733, -0.284, -1.770)
C (2.210, -0.804, -2.963)
C (1.657, -0.381, -4.187)
C (0.694, 0.623, -4.152)
C (0.268, 1.166, -2.948)
C (-0.629, 2.345, -2.930)
N (0.733, 0.649, -1.751)
C (4.051, 0.689, 0.005)
C (5.434, 0.557, -0.045)
C (6.204, 1.731, -0.039)
C (5.550, 2.947, 0.027)
C (4.144, 2.986, 0.083)
C (3.433, 4.288, 0.162)
N (3.415, 1.845, 0.064)
H (-0.490, 2.582, 4.132)
H (0.066, 3.086, 2.516)
H (-1.392, 2.060, 2.707)
H (0.646, 0.970, 5.160)
H (2.211, -1.036, 5.126)
H (2.952, -1.885, 2.873)
H (2.975, -1.577, -2.942)
H (1.982, -0.820, -5.119)
H (0.262, 1.043, -5.051)
H (-0.620, 2.776, -3.932)
H (-1.672, 2.093, -2.693)
H (-0.267, 3.113, -2.226)
H (5.894, -0.421, -0.092)
H (7.287, 1.664, -0.075)
H (6.085, 3.892, 0.040)
H (4.129, 5.088, 0.440)
H (2.983, 4.547, -0.812)
H (2.640, 4.231, 0.914)
N (0.210, 2.487, 0.211)
C (0.193, 3.634, -0.053)
N (0.220, 4.889, -0.080)
C (-0.012, 5.714, -1.060)
N (-0.202, 6.522, -1.900)
S (-4.359, 2.483, -0.273)
C (-2.733, 2.234, 0.161)
N (-2.079, 1.215, -0.425)
C (-2.985, 0.532, -1.313)
C (-2.650, -0.556, -2.108)
C (-3.655, -1.088, -2.918)
C (-4.936, -0.539, -2.942)
C (-5.249, 0.573, -2.156)
C (-4.252, 1.106, -1.338)
H (-2.245, 2.885, 0.868)
H (-1.662, -0.999, -2.084)
H (-3.424, -1.948, -3.543)
H (-5.691, -0.980, -3.580)
H (-6.234, 1.019, -2.184)
C (1.728, -4.283, -1.009)
C (0.206, -4.029, -1.063)
C (-0.151, -3.185, -2.273)
C (-0.345, -3.587, 0.268)
C (-0.564, -4.637, 1.167)
C (-1.255, -4.487, 2.350)
C (-1.806, -3.251, 2.652)
C (-1.564, -2.135, 1.841)
C (-2.288, -0.874, 2.117)
C (-3.701, -0.962, 1.515)
C (-2.406, -0.524, 3.611)
C (-0.756, -2.296, 0.689)
O (-0.390, -1.207, 0.018)
H (1.995, -5.196, -1.552)
H (2.107, -4.367, 0.013)
H (2.282, -3.485, -1.521)
H (-0.244, -5.029, -1.207)
H (0.189, -2.156, -2.173)
H (-1.238, -3.153, -2.427)
H (0.297, -3.611, -3.176)
H (-0.176, -5.612, 0.877)
H (-1.384, -5.335, 3.006)
H (-2.443, -3.106, 3.512)
H (-1.774, -0.028, 1.606)
H (-4.278, -1.731, 2.042)
H (-3.691, -1.277, 0.470)
H (-4.233, -0.005, 1.592)
H (-3.140, -1.175, 4.107)
H (-1.465, -0.635, 4.169)
H (-2.744, 0.512, 3.749)

Results
Spin multiplicity = 2
Charge = +1
<S²> = 0.7560
Energy above the lowest of the compared OMol25 structures with the same formula, charge and spin = 0.0 kcal per mole
E_HOMO (alpha / beta) = -0.3686 / -0.3921 Ha

***

# 3
Below is C27H20ClCrIN2OP as an isolated structure, with properties calculated with the ωB97M-V functional and the def2-TZVPD basis.

CARTESIAN COORDINATES (ANGSTROEM)
Cr (-1.231, -0.874, -1.301)
Cl (-5.625, 0.388, 3.622)
C (-4.611, -0.392, 2.468)
C (-4.210, -1.697, 2.688)
C (-3.350, -2.328, 1.801)
I (-2.568, -4.240, 2.160)
C (-2.883, -1.679, 0.657)
O (-2.019, -2.159, -0.173)
C (-3.314, -0.345, 0.431)
N (-2.771, 0.239, -0.671)
C (-3.023, 1.531, -0.867)
C (-3.816, 2.287, -0.004)
C (-4.409, 1.695, 1.089)
C (-4.160, 0.333, 1.342)
H (-4.547, -2.209, 3.576)
H (-2.549, 2.000, -1.720)
H (-3.945, 3.340, -0.199)
H (-5.033, 2.257, 1.767)
N (-0.466, 0.457, -2.852)
C (0.576, 1.416, -2.509)
C (0.918, 2.410, -3.413)
C (1.911, 3.325, -3.109)
C (2.581, 3.235, -1.900)
C (2.248, 2.245, -0.993)
C (1.242, 1.326, -1.281)
P (0.633, 0.153, -0.040)
C (1.736, 0.345, 1.395)
C (1.198, 1.048, 2.471)
C (1.945, 1.229, 3.620)
C (3.225, 0.702, 3.694)
C (3.758, -0.002, 2.624)
C (3.017, -0.190, 1.470)
C (1.158, -1.464, -0.763)
C (0.882, -2.613, -0.007)
C (1.318, -3.854, -0.432)
C (2.025, -3.974, -1.620)
C (2.294, -2.848, -2.382)
C (1.870, -1.598, -1.963)
H (-0.075, -0.204, -3.539)
H (-1.194, 0.963, -3.364)
H (0.406, 2.466, -4.364)
H (2.156, 4.104, -3.814)
H (3.360, 3.942, -1.663)
H (2.762, 2.184, -0.045)
H (0.191, 1.439, 2.399)
H (1.528, 1.773, 4.455)
H (3.805, 0.833, 4.594)
H (4.756, -0.407, 2.692)
H (3.427, -0.748, 0.640)
H (0.360, -2.516, 0.936)
H (1.115, -4.728, 0.168)
H (2.380, -4.940, -1.944)
H (2.859, -2.938, -3.298)
H (2.157, -0.719, -2.527)

Results
Spin multiplicity = 5
Charge = +1
<S²> = 6.0204
E_HOMO (alpha / beta) = -0.3715 / -0.3804 Ha

***

# 4
Below is one molecule with the formula C3H3P3, with properties calculated with the ωB97M-V functional and the def2-TZVPD basis.

CARTESIAN COORDINATES (ANGSTROEM)
C (-0.978, -0.041, 0.553)
C (-0.424, 0.353, -0.692)
C (0.547, -0.094, 0.253)
P (-2.284, -0.365, 1.539)
P (-0.732, 0.883, -2.267)
P (2.021, -0.543, 0.889)
H (-1.541, -0.850, 2.630)
H (0.611, 0.868, -2.658)
H (2.780, -0.212, -0.247)

Results
Spin multiplicity = 1
Charge = 0
Energy above the lowest of the compared OMol25 structures with the same formula, charge and spin = 59.6 kcal per mole
E_HOMO = -0.3263 Ha